Entry 1:
Formula: C3H9N3
Source: the Open Molecules 2025 dataset
Level of theory: ωB97M-V/def2-TZVPD

Summary:
- Strongest force on any atom: 0.045 Eh/bohr
- LUMO: 0.0245 Ha
- Total energy: -283.90521 Eh
- Structure (SMILES): [H]/N=C/N.C=CN
- Charge: 0
- 2S+1: 1

```
15
Properties=species:S:1:pos:R:3:mulliken_charge:R:1
N -3.416 -0.214 1.023 -0.617
C -2.211 0.444 0.693 0.070
N -1.882 1.642 1.017 -0.574
H -3.233 -1.120 1.543 0.296
H -3.876 -0.539 0.153 0.293
H -1.587 -0.317 0.094 0.211
H -1.002 1.854 0.535 0.322
C 2.262 0.354 0.434 -0.751
C 2.537 -0.468 -0.597 0.119
N 1.879 -0.480 -1.852 -0.530
H 1.547 1.175 0.292 0.182
H 2.810 0.301 1.402 0.237
H 3.331 -1.197 -0.452 0.276
H 0.944 -0.094 -1.862 0.224
H 1.895 -1.342 -2.425 0.241
```

Entry 2:
Formula: C4H10O2
Source: the Open Molecules 2025 dataset
Level of theory: ωB97M-V/def2-TZVPD

Summary:
- Strongest force on any atom: 0.065 Eh/bohr
- LUMO: 0.0358 Ha
- Total energy: -308.84025 Eh
- Structure (SMILES): C[C@@H](O)[C@@H](C)O
- Charge: 0
- 2S+1: 1

```
16
Properties=species:S:1:pos:R:3:mulliken_charge:R:1
C 1.553 -0.866 -0.077 -1.118
C 0.565 0.046 0.631 -0.070
O 1.190 1.317 0.803 -0.591
C -0.631 0.431 -0.234 0.287
C -1.712 -0.665 -0.406 -1.285
O -1.315 1.505 0.327 -0.543
H 1.908 -0.348 -0.978 0.253
H 1.137 -1.832 -0.381 0.352
H 2.419 -1.030 0.568 0.314
H 0.237 -0.364 1.594 0.388
H 1.169 1.596 -0.158 0.442
H 0.112 0.965 -1.128 0.163
H -1.377 -1.573 -0.912 0.349
H -2.066 -0.974 0.597 0.316
H -2.601 -0.267 -0.905 0.337
H -0.589 2.060 0.659 0.404
```

Entry 3:
Formula: C6H8Li2O5
Source: the Open Molecules 2025 dataset
Level of theory: ωB97M-V/def2-TZVPD

Summary:
- Strongest force on any atom: 0.029 Eh/bohr
- LUMO (alpha / beta): 0.0781 / 0.0747 Ha
- Total energy: -624.77460 Eh
- Charge: -1
- 2S+1: 2

```
21
Properties=species:S:1:pos:R:3:lowdin_spin:R:1
Li -2.825 1.066 1.575 0.005
O -1.173 0.995 0.746 0.199
O -1.601 -1.171 0.125 0.075
C -2.858 -0.894 -0.483 0.012
C -4.036 -1.088 0.475 0.001
O -4.113 -0.157 1.481 0.001
C -0.730 -0.143 0.370 0.299
H -2.861 0.141 -0.867 0.001
H -2.955 -1.585 -1.338 0.002
H -3.963 -2.135 0.860 0.000
H -4.939 -1.089 -0.184 0.000
Li 2.818 -0.728 -0.299 0.014
O 1.058 -1.480 -0.470 0.107
C 3.326 1.010 -1.981 -0.001
C 4.053 1.431 -0.916 0.005
O 1.559 0.328 0.733 0.096
C 0.662 -0.467 0.222 0.182
H 2.351 1.458 -2.207 0.000
H 3.748 0.313 -2.714 0.000
H 3.692 2.260 -0.296 0.000
H 5.069 1.063 -0.742 0.001
```

Entry 4:
Formula: C4H7N2OP
Source: the Open Molecules 2025 dataset
Level of theory: ωB97M-V/def2-TZVPD

Summary:
- Strongest force on any atom: 0.092 Eh/bohr
- LUMO: 0.0215 Ha
- Total energy: -682.64106 Eh
- Structure (SMILES): Cn1[nH]c(=O)cc1P
- Charge: 0
- 2S+1: 1

```
15
Properties=species:S:1:pos:R:3:mulliken_charge:R:1
C -0.901 -1.326 -0.423 -0.313
C 0.240 -0.790 0.039 0.061
C -1.961 -0.280 -0.292 0.168
C 0.827 1.717 -0.016 -0.829
N -1.285 0.820 0.204 -0.098
N 0.009 0.578 0.487 -0.020
O -3.169 -0.419 -0.596 -0.680
P 2.028 -1.483 -0.137 -0.096
H -0.915 -2.286 -0.690 0.508
H 0.800 2.637 0.526 0.302
H 1.874 1.255 0.083 0.275
H 0.537 1.909 -1.041 0.326
H -1.777 1.625 0.541 0.248
H 1.380 -2.755 0.051 0.063
H 2.311 -1.202 1.265 0.084
```